# 1
# C23H25BeCaF2N2O11P2S

C23H25BeCaF2N2O11P2S as an isolated structure at a distorted geometry (wB97M-V/def2-TZVPD, the OMol25 dataset).

Last column: Mulliken charge in e.
Geometry (Å):
Ca 6.1906 2.3937 2.8329  1.483
S -0.2752 2.1423 -0.2156  -0.246
P 1.3513 2.3032 0.7586  0.480
P 2.9770 0.6438 -0.7822  0.529
F 3.9602 4.1748 0.2860  -0.162
F -0.8839 -1.1273 8.7900  -0.417
O 1.2771 3.5567 -3.9772  -0.638
O 3.9258 2.0995 3.6059  -0.814
O 3.4156 1.8431 -1.7512  -0.205
O -2.5186 -0.8864 -2.5406  -0.732
O 2.7835 3.3871 2.1105  -0.552
O 4.3362 -0.0543 -0.3384  -0.491
O 5.7230 2.9651 0.4786  -0.508
O 1.9702 -0.1719 -1.4765  -0.452
O -4.3192 -5.9441 -2.4680  -0.658
O 4.7294 4.0464 3.0920  -0.852
O 2.3566 1.1026 0.6218  0.092
N 0.2242 1.5738 -4.0548  -0.245
N 3.0747 -1.6108 6.5965  -0.432
C 0.2971 2.9010 -4.3059  0.714
C -4.8066 -3.6650 -2.8200  0.279
C -5.2067 -1.3046 -3.0980  -0.559
C -1.6738 -5.5316 -1.6989  -0.609
C 1.1099 1.2643 6.8696  -0.492
C -0.3585 -5.2769 -1.3515  -0.513
C -0.0196 0.5030 7.6100  -0.997
C -6.1350 -3.9261 -3.1347  -0.587
C 1.7358 0.4591 5.7412  0.319
C 2.4740 -0.7054 6.2190  0.199
C -0.6778 -2.9371 -1.8204  -0.829
C -2.0081 -3.1798 -2.1473  0.030
C -3.9125 -4.8026 -2.4673  0.555
C 4.8011 3.2929 -0.2003  0.711
C 3.7319 3.1931 2.8978  0.808
C -6.5332 -1.5684 -3.3974  -0.494
C -6.9951 -2.8796 -3.4240  -0.493
C -2.5005 -4.4882 -2.0983  0.456
C 0.1391 -3.9818 -1.4197  -0.522
C -4.3356 -2.3516 -2.8146  0.192
C 4.4089 2.8683 -1.6006  -0.584
C -2.9083 -2.0408 -2.5140  0.562
C -0.8901 3.5218 -5.0005  -0.978
Be -0.2843 3.2971 2.3915  0.359
H 0.9658 0.1403 5.0357  0.253
H 1.8779 1.5712 7.5785  0.308
H -0.5556 3.9705 -5.9343  0.285
H -8.0300 -3.0840 -3.6654  0.404
H -6.4834 -4.9501 -3.1446  0.484
H -1.3005 4.3047 -4.3649  0.259
H 1.1723 -3.7847 -1.1633  0.435
H -4.8356 -0.2889 -3.0798  0.493
H 0.6581 2.1771 6.4602  0.310
H -1.6731 2.7968 -5.2177  0.330
H 1.0076 1.1504 -3.5810  0.131
H 5.2923 2.5817 -2.1821  0.371
H 4.0172 3.7833 -2.0594  0.356
H 1.0997 2.3878 2.1955  0.242
H -7.2103 -0.7520 -3.6124  0.407
H 0.4750 -0.4140 8.0958  0.381
H -0.5641 0.9970 -4.2897  0.169
H -2.0748 -6.5352 -1.6568  0.487
H -0.8085 0.1692 6.9454  0.287
H -0.2779 -1.9334 -1.8900  0.826
H 4.9328 -0.1405 -1.1006  0.368
H 2.4308 1.0946 5.1856  -0.219
H 2.0376 3.4657 0.4727  0.143
H 0.2825 -6.0890 -1.0336  0.394
H -0.4803 1.1023 8.3861  0.384

Cartesian forces, eV/Å:
Ca -1.98 0.91 0.61
S -1.42 0.23 0.60
P -0.44 1.52 0.11
P -1.23 -2.16 -2.07
F 0.57 0.48 -1.01
F 0.41 -0.13 -0.02
O -0.03 0.00 0.07
O 0.05 -0.35 -1.70
O -0.09 0.52 1.40
O 0.23 -0.29 -0.02
O 0.09 0.27 1.62
O -0.07 0.70 0.19
O 0.91 -0.98 0.11
O 1.08 0.65 0.29
O 0.04 0.06 0.00
O -0.33 -0.38 -1.34
O 1.80 -0.15 0.11
N 0.17 -0.09 0.09
N -0.13 0.27 -0.11
C 0.08 0.02 0.07
C -0.01 0.00 0.00
C -0.09 0.01 -0.04
C 0.05 -0.01 0.03
C 0.07 -0.49 0.41
C -0.01 0.00 -0.01
C -0.20 0.68 -0.32
C -0.09 0.05 -0.02
C 0.03 0.37 -0.18
C 0.16 -0.32 0.06
C 0.09 0.07 -0.03
C -0.11 0.06 -0.04
C -0.04 -0.10 0.00
C -0.90 0.34 0.33
C 2.65 -0.16 2.82
C 0.06 0.00 0.01
C 0.02 -0.03 0.01
C -0.02 0.04 0.01
C 0.02 0.05 -0.04
C 0.03 -0.02 -0.01
C 0.33 0.23 -0.91
C -0.04 0.19 0.10
C -0.04 -0.15 -0.01
Be -0.01 -0.69 -1.03
H -0.01 -0.15 0.02
H 0.01 0.04 -0.01
H 0.01 0.06 0.04
H 0.01 0.00 0.00
H 0.06 0.00 0.03
H 0.05 0.05 -0.03
H -0.01 0.01 0.00
H 0.05 -0.03 0.00
H -0.18 0.07 -0.09
H 0.00 0.01 0.00
H -0.11 -0.09 0.02
H -0.05 -0.09 0.37
H -0.22 -0.33 -0.09
H -0.27 -0.34 0.22
H 0.01 -0.01 -0.01
H -0.51 -0.11 0.14
H -0.04 0.10 0.02
H -0.05 0.03 -0.04
H 0.13 -0.04 -0.17
H -0.10 0.04 0.05
H -0.12 -0.24 0.18
H 0.06 -0.09 -0.06
H -0.54 -0.13 -0.80
H -0.01 0.01 0.00
H 0.17 0.04 0.07

Computed properties:
2S+1 = 1
LUMO energy = -7.91 eV
Total charge = +1
Kohn-Sham gap = 2.16 eV

=====

# 2
# C3H8N4O

C3H8N4O as an isolated structure at a distorted geometry (wB97M-V/def2-TZVPD, the OMol25 dataset).

Last column: Mulliken charge in e.
Geometry (Å):
O 2.5104 -0.0752 -0.8944  -0.623
N -0.8309 1.1171 0.3602  -0.161
N -2.9022 -0.0883 -0.0094  -0.677
N 1.4675 -0.7489 1.1422  -0.576
N -0.8833 -1.0797 -0.4753  -0.448
C 1.5655 0.0091 0.0019  0.213
C -1.5927 -0.0509 0.0271  0.394
C 0.4343 1.1937 -0.2395  -0.480
H 1.3138 -0.1254 2.2506  0.368
H 0.4823 0.8858 -1.4599  0.245
H 1.0029 2.2245 -0.3287  0.373
H 2.5039 -1.2244 1.1486  0.316
H -2.9770 -1.2342 -0.3388  0.161
H -1.6631 -1.7795 -1.0191  0.196
H 0.1169 -1.3242 -0.0933  0.356
H -1.2631 1.8663 1.1342  0.343

Cartesian forces, eV/Å:
O -4.31 -0.40 4.27
N -2.31 0.85 2.72
N 1.37 -3.37 -0.56
N 4.04 0.44 3.88
N 0.34 -3.44 -1.67
C 2.70 3.89 -2.85
C -1.77 1.66 -0.07
C 3.92 -0.66 -4.40
H 0.38 -2.37 -4.91
H -1.08 1.25 2.87
H -1.37 -2.03 0.94
H -3.27 1.05 0.50
H -0.97 4.13 1.47
H 3.98 2.11 2.13
H -3.40 -0.16 -1.10
H 1.75 -2.94 -3.22

Computed properties:
2S+1 = 1
LUMO energy = -0.14 eV
Kohn-Sham gap = 8.44 eV

=====

# 3
# C4H10N2O

An isolated molecule of C4H10N2O (wB97M-V/def2-TZVPD, the OMol25 dataset).

Last column: Mulliken charge in e.
Geometry (Å):
O -0.6536 -1.4795 0.0354  -0.527
N -0.5335 -0.9754 2.2871  -0.629
N 0.1045 0.5714 0.6163  -0.242
C 0.4939 1.0274 -0.7261  0.281
C -0.3732 -0.6774 0.8922  0.500
C 1.6970 0.2148 -1.1924  -1.352
C -0.6712 1.0254 -1.7280  -1.183
H -1.1975 1.9733 -1.7117  0.309
H 1.4327 -0.8408 -1.1545  0.356
H 0.3477 1.1482 1.4021  0.238
H 0.8026 2.0610 -0.5771  0.369
H -0.9092 -0.1897 2.8061  0.261
H -0.2483 0.8769 -2.7236  0.294
H -1.3847 0.2310 -1.5235  0.340
H 2.5587 0.4674 -0.5807  0.343
H 0.3303 -1.2592 2.7311  0.265
H 1.9690 0.4260 -2.2231  0.378

Cartesian forces, eV/Å:
O 0.15 -0.25 -0.10
N -0.29 0.21 0.17
N -0.25 0.12 0.13
C -0.19 -0.08 0.06
C 0.15 0.23 0.07
C -0.20 0.05 -0.23
C 0.30 -0.14 0.07
H -0.11 0.16 0.01
H 0.25 -0.07 0.18
H 0.08 -0.02 -0.06
H 0.08 0.08 -0.04
H 0.09 0.01 -0.06
H -0.24 0.04 -0.03
H 0.13 -0.08 -0.05
H 0.11 -0.33 0.18
H 0.02 -0.17 -0.16
H -0.08 0.22 -0.15

Computed properties:
2S+1 = 1
Structure (SMILES) = CC(C)NC(N)=O
LUMO energy = 0.70 eV
Kohn-Sham gap = 10.46 eV

=====

# 4
# C21H43Cl8IO3P

A 5-piece molecular cluster, C21H43Cl8IO3P overall at a distorted geometry (wB97M-V/def2-TZVPD, the OMol25 dataset).

Last column: Mulliken charge in e.
Geometry (Å):
I -0.8415 -0.9560 2.6086  -0.280
Cl 9.0217 3.2869 -3.7252  -0.150
Cl 6.9349 1.2476 -3.7674  -0.135
Cl 1.0897 4.0569 2.5216  -0.133
Cl 3.2537 5.5730 3.7585  -0.179
Cl 6.8402 1.9787 -0.2555  -0.102
Cl 5.8061 -0.3508 4.5111  -0.182
Cl 5.2854 3.3254 1.8134  -0.118
Cl 6.4360 -2.1278 2.2828  -0.181
P -0.6937 -1.2496 0.0922  -0.173
O 2.4610 -0.2525 2.3623  -0.423
O -7.0851 -3.0874 1.5987  -0.307
O -9.1580 -2.1473 1.1169  -0.500
C -2.8577 0.8550 -0.4473  0.035
C -0.4325 -1.6027 -1.8097  0.555
C -1.3460 -0.8714 -2.8583  -1.075
C -1.3803 0.5084 -0.1197  -0.491
C -4.7186 2.7239 0.1121  -0.937
C 1.5761 0.3879 1.3238  0.341
C -3.1748 2.3157 0.2171  -0.503
C 6.7738 2.4455 1.4483  -0.218
C -0.6980 0.4545 -3.5534  -0.435
C 1.1204 -0.5985 0.0112  -0.568
C -4.8145 -2.6881 0.7243  -0.638
C -0.5185 -3.2008 -2.1608  -1.433
C 0.2961 0.0390 -4.7737  -1.015
C -6.0929 -2.0094 1.3949  -0.479
C 5.2342 -1.6880 3.5043  0.314
C -2.4000 -2.1443 0.0421  -0.404
C 2.3895 4.0292 3.7181  0.038
C -3.3929 -2.0586 1.2744  -0.740
C -8.2951 -2.4512 1.9498  0.212
C 8.6692 1.5569 -3.6326  -0.266
C 3.2243 0.6948 1.3486  0.353
H 1.3279 -0.0849 -4.2786  0.203
H 0.8820 1.3018 1.6215  -0.062
H -1.6032 1.0324 -3.9543  0.322
H 1.9091 -1.4170 -0.0005  0.279
H -2.2016 -3.2803 -0.0337  0.239
H 9.0223 1.1753 -2.6763  0.248
H 6.8127 1.5472 2.0630  0.082
H -4.9330 3.1180 -0.9303  0.254
H -0.0403 1.0522 -2.8548  0.152
H -1.5737 -3.3538 -2.5989  0.300
H -4.9236 3.5314 0.8851  0.332
H 5.0427 -2.5509 4.1390  0.323
H 1.3000 0.1976 -0.8027  0.206
H 0.6519 -1.3831 -2.1386  0.210
H -3.7144 -1.0283 1.6151  0.442
H -3.1829 -2.7880 2.1332  0.421
H -0.4488 -3.8715 -1.2557  0.326
H -2.5640 3.0771 -0.3917  0.270
H 1.9619 3.8378 4.7002  0.310
H -3.7332 0.2239 -0.1493  -0.279
H 3.4815 1.7069 1.7831  -0.744
H -2.8027 2.3966 1.2854  0.364
H -0.0199 -0.9121 -5.2992  0.300
H -5.8894 -1.4033 2.3332  0.346
H -4.9363 -2.5963 -0.3960  0.252
H 0.2362 -3.4602 -2.9672  0.331
H -5.3306 1.7962 0.3850  0.176
H 3.8871 0.0731 0.6683  0.324
H -2.9963 -1.8925 -0.8929  0.003
H -6.5618 -1.3228 0.6013  0.235
H -2.4510 -0.7545 -2.6363  0.183
H 0.3820 0.9523 -5.4428  0.336
H 9.1830 1.0478 -4.4458  0.298
H -0.6896 1.1339 -0.7988  0.249
H -1.3682 -1.5762 -3.7821  0.641
H 3.0906 3.2375 3.4607  -0.081
H -1.2025 1.0039 0.9091  0.336
H -0.1339 -2.5434 0.3823  0.194
H -8.4644 -2.1937 3.0440  0.363
H -4.8742 -3.8083 0.9785  0.423
H 4.3139 -1.3848 3.0039  -0.221
H -2.9837 1.0843 -1.5708  -0.019
H 7.6258 3.0840 1.6734  0.347

Cartesian forces, eV/Å:
I 0.08 -0.11 2.57
Cl 0.11 0.00 0.01
Cl 0.06 -0.09 0.01
Cl 0.02 -0.05 0.05
Cl 0.09 0.02 0.09
Cl 0.06 -0.04 -0.02
Cl -0.02 0.07 0.05
Cl 0.41 0.40 0.05
Cl 0.03 -0.05 -0.07
P 0.60 -1.23 -3.45
O -0.28 2.85 -2.67
O -1.53 1.90 1.06
O 2.50 -1.05 2.37
C -0.80 2.77 -0.62
C 0.46 -1.52 -1.58
C 0.82 -0.27 -2.28
C 0.41 2.01 1.01
C 0.97 -0.34 0.55
C 3.57 -0.57 -1.15
C 0.08 0.17 -0.96
C 0.16 -0.17 0.21
C -0.50 -1.19 -0.45
C 1.69 3.53 2.86
C -0.29 -0.24 0.83
C -1.37 0.78 -0.15
C 0.19 0.97 1.57
C 0.50 0.15 -1.75
C -0.47 -0.11 -0.06
C -1.24 -1.15 0.73
C -0.10 -0.27 0.09
C -2.76 -1.37 -1.22
C -1.39 0.35 -2.12
C 0.09 -0.20 0.04
C -4.14 -1.56 1.26
H -1.42 -0.17 -1.00
H 1.68 -2.25 -0.34
H 1.53 -0.37 0.55
H -1.08 0.86 -0.17
H 0.00 1.71 -0.06
H -0.14 0.15 -0.07
H -0.14 0.06 -0.13
H -0.05 -0.65 1.31
H -1.20 -0.42 -0.60
H 1.54 -0.12 0.58
H 0.04 -0.90 -1.07
H 0.18 0.14 -0.05
H -0.31 -1.53 0.76
H -1.65 0.07 0.71
H 1.09 -1.12 -0.15
H 0.27 1.69 -1.10
H 0.30 0.74 -1.02
H -0.76 -0.96 0.98
H 0.01 0.12 -0.16
H 1.27 -0.04 -0.10
H -0.02 -1.87 -0.60
H -0.52 -0.39 -1.16
H 0.36 1.28 0.46
H -0.18 -1.01 -0.86
H 0.24 -0.06 1.23
H -0.84 0.15 1.03
H 0.53 1.39 -0.58
H -0.81 1.22 0.90
H 0.76 -0.07 1.07
H 0.69 -0.67 1.30
H 1.46 0.10 0.31
H -0.09 -1.35 0.41
H -0.14 0.15 0.04
H -1.12 -1.11 0.66
H -0.15 0.91 1.35
H -0.09 0.15 -0.02
H -0.17 -0.81 -1.63
H 0.16 0.04 0.27
H 0.57 -0.48 -0.97
H 0.14 1.61 -0.41
H 0.13 0.10 0.04
H 0.12 -0.70 1.52
H -0.18 0.01 -0.12

Computed properties:
2S+1 = 1
LUMO energy = 1.97 eV
Total charge = -1
Kohn-Sham gap = 6.56 eV

=====

# 5
# C3H8N2O2

A 2-piece molecular cluster, C3H8N2O2 overall at a distorted geometry (wB97M-V/def2-TZVPD, the OMol25 dataset).

Last column: Mulliken charge in e.
Geometry (Å):
O 3.6849 0.3099 0.0926  -0.554
O 1.6123 1.1043 -0.2523  -0.458
N -1.1234 -0.0369 -0.0280  -0.275
N 1.9272 -1.0818 0.4668  -0.443
C -1.5052 0.3391 -1.3232  -0.871
C 2.5019 0.1541 0.1210  0.595
C -1.9075 0.0244 0.9606  -0.325
H -0.5654 0.3879 -1.8705  0.289
H 0.9087 -1.1372 0.7152  0.281
H -2.3463 -0.2846 -1.6871  0.342
H 2.6563 -1.6003 1.0433  0.253
H 0.7764 0.8035 0.0982  0.377
H -1.6591 -0.5283 1.9361  0.185
H -1.9565 1.4035 -1.3098  0.308
H -3.0044 0.1427 1.0372  0.298

Cartesian forces, eV/Å:
O 0.46 0.35 -0.06
O 0.85 -0.05 0.17
N 0.06 -0.15 2.69
N 0.73 -0.09 1.30
C -1.42 2.50 -0.84
C -0.74 -0.95 -0.10
C -0.54 -2.81 1.78
H -0.61 -0.30 -0.87
H 1.63 0.05 -0.29
H 0.93 -0.01 -0.28
H -1.89 0.66 -1.05
H -1.08 -0.04 -0.07
H 0.65 1.29 -1.18
H 0.73 -1.38 -0.12
H 0.24 0.91 -1.08

Computed properties:
2S+1 = 1
Structure (SMILES) = NC(=O)O.C=NC
LUMO energy = 0.27 eV
Kohn-Sham gap = 10.44 eV

=====

# 6
# C12H16NOP

An isolated molecule of C12H16NOP at a distorted geometry (wB97M-V/def2-TZVPD, the OMol25 dataset).

Last column: Mulliken charge in e.
Geometry (Å):
P 0.9340 1.1334 -1.4933  0.305
O 2.3486 1.5490 -1.4413  -0.704
N 0.7522 -0.0638 -2.8049  0.113
C 0.1127 -1.5086 2.1903  0.799
C -1.2336 1.7483 0.7804  -0.023
C -0.3867 0.4965 0.8917  -0.017
C -2.2921 1.8202 -0.0594  -1.032
C -0.9339 2.8832 1.7330  -0.892
C 1.2610 -1.1145 0.0871  -0.231
C -0.3343 -2.4444 3.1727  -1.391
C 1.1162 -1.8257 1.2978  -0.693
C -0.2652 -0.9335 -2.8970  -0.434
C 0.5232 0.0912 -0.0623  0.595
C -0.6505 -0.3941 1.9058  -0.357
C 1.6950 0.1938 -3.8521  -0.944
H -0.3710 -1.5613 -3.7478  0.316
H -1.9455 3.3727 1.7192  0.369
H 2.4476 0.8412 -3.3769  0.343
H 1.7665 -2.6258 1.6375  0.377
H -0.7380 2.3612 2.7052  0.272
H 0.3928 -2.6552 3.9420  0.343
H -1.4052 -0.0499 2.6409  0.285
H -3.0291 2.6158 -0.0397  0.311
H 2.0720 -0.8430 -4.0495  0.369
H -2.5253 0.9951 -0.7530  0.203
H 0.0193 3.3949 1.3800  0.214
H -0.8428 -1.0539 -2.0712  0.314
H 2.0125 -1.3786 -0.7212  0.277
H 1.3248 0.6199 -4.8491  0.270
H -0.5141 -3.4766 2.5688  0.249
H -1.3112 -2.1872 3.5666  0.393

Cartesian forces, eV/Å:
P -2.25 1.95 0.36
O 1.85 0.00 0.10
N -3.50 -2.05 0.25
C -0.49 1.69 -2.17
C -0.71 -0.33 -0.96
C -0.63 0.34 -1.13
C 0.76 -1.16 0.43
C -0.22 -1.35 -0.20
C 0.50 0.29 0.78
C -1.01 -3.97 -0.26
C 0.97 0.13 -1.15
C 4.32 2.26 -1.38
C 1.07 -1.39 -0.97
C -0.63 1.23 2.05
C 0.87 -1.16 -1.79
H -0.19 -0.05 -0.80
H 1.63 0.70 0.52
H 0.05 -0.30 -0.63
H 0.10 -0.27 -0.71
H -0.12 0.99 -0.45
H 0.09 -0.10 0.42
H 0.22 -0.60 -0.44
H 0.34 0.23 -0.01
H 0.34 1.08 -0.26
H 0.21 0.40 0.42
H -1.52 -0.07 0.61
H -1.63 -0.38 2.30
H -0.93 0.18 1.34
H 0.06 -0.47 1.71
H 0.39 2.08 1.64
H 0.08 0.10 0.37

Computed properties:
2S+1 = 1
LUMO energy (alpha / beta) = -0.65 / -0.47 eV
Kohn-Sham gap (alpha / beta) = 6.27 / 6.57 eV

=====

DFT total energy, record by record: -3801.23323 -413.21433 -343.17822 -5371.98796 -379.07213 -938.09330 a.u.